(1)
A single C32H36N4O3 molecule. Source: OMol25; level of theory: wB97M-V/def2-TZVPD.

Structure (SMILES)   O=C(CCCCn1c(=O)c2ccccc2n(Cc2ccccc2)c1=O)NC1CCN(Cc2ccccc2)CC1
Kohn-Sham gap   0.3346 Ha
Multiplicity   1
HOMO level   -8.5 eV
LUMO   0.56 eV

Each line ends with the natural charge from an NBO analysis.
Cartesian coordinates (Å):
O -0.5258 2.0307 -1.4451  -0.67
C -1.6940 1.6902 -1.5096  0.71
C -2.8237 2.7019 -1.5603  -0.52
C -3.9680 2.4328 -0.5771  -0.40
C -3.5259 2.0079 0.8241  -0.41
C -2.6771 3.0297 1.5828  -0.23
N -1.2722 3.0848 1.1880  -0.47
C -0.8014 4.2514 0.6070  0.70
O -1.5514 5.1752 0.3580  -0.61
C 0.6364 4.2795 0.3626  -0.21
C 1.2034 5.4201 -0.2053  -0.14
C 2.5599 5.4893 -0.4262  -0.23
C 3.3607 4.4080 -0.0775  -0.17
C 2.8165 3.2696 0.4788  -0.28
C 1.4390 3.1847 0.7039  0.30
N 0.8517 2.0674 1.2576  -0.44
C 1.6524 0.9338 1.6817  -0.27
C 2.2728 0.1108 0.5780  0.05
C 2.1447 0.4219 -0.7679  -0.27
C 2.7390 -0.3843 -1.7271  -0.20
C 3.4630 -1.5030 -1.3558  -0.23
C 3.5922 -1.8187 -0.0127  -0.21
C 3.0019 -1.0165 0.9459  -0.23
C -0.4995 1.9868 1.4987  0.83
O -0.9946 0.9983 2.0093  -0.65
N -2.0733 0.3988 -1.5644  -0.61
C -1.1493 -0.7062 -1.4273  -0.08
C -1.4046 -1.5048 -0.1498  -0.42
C -0.3844 -2.6317 -0.0507  -0.22
N -0.4738 -3.5082 -1.2069  -0.45
C 0.4156 -4.6488 -1.0623  -0.23
C -0.0231 -5.5467 0.0618  -0.05
C -1.3550 -5.9337 0.1534  -0.15
C -1.7748 -6.7685 1.1719  -0.22
C -0.8662 -7.2330 2.1092  -0.22
C 0.4613 -6.8523 2.0248  -0.21
C 0.8792 -6.0104 1.0080  -0.21
C -0.2037 -2.7763 -2.4302  -0.22
C -1.2246 -1.6586 -2.6181  -0.40
H -3.2186 2.7176 -2.5799  0.23
H -2.3883 3.6820 -1.3663  0.25
H -4.6248 1.6518 -0.9718  0.19
H -4.5644 3.3446 -0.5006  0.22
H -4.4253 1.8397 1.4211  0.22
H -2.9808 1.0654 0.7851  0.23
H -2.6994 2.7714 2.6458  0.22
H -3.0717 4.0377 1.4405  0.24
H 0.5437 6.2359 -0.4583  0.24
H 2.9992 6.3708 -0.8665  0.22
H 4.4265 4.4524 -0.2471  0.22
H 3.4639 2.4426 0.7191  0.22
H 0.9781 0.2898 2.2571  0.27
H 2.4370 1.2905 2.3606  0.21
H 1.5725 1.2821 -1.0781  0.26
H 2.6301 -0.1311 -2.7717  0.22
H 3.9227 -2.1290 -2.1068  0.21
H 4.1520 -2.6924 0.2881  0.21
H 3.1004 -1.2666 1.9929  0.21
H -3.0542 0.1724 -1.6034  0.39
H -0.1516 -0.2597 -1.3819  0.24
H -1.3214 -0.8598 0.7259  0.25
H -2.4096 -1.9315 -0.1794  0.20
H -0.5814 -3.2300 0.8420  0.21
H 0.6286 -2.2006 0.0412  0.17
H 0.3797 -5.2176 -1.9985  0.21
H 1.4618 -4.3283 -0.9027  0.17
H -2.0548 -5.5617 -0.5791  0.21
H -2.8127 -7.0618 1.2358  0.21
H -1.1927 -7.8881 2.9035  0.21
H 1.1740 -7.2091 2.7543  0.21
H 1.9166 -5.7116 0.9486  0.21
H -0.2690 -3.4765 -3.2682  0.20
H 0.8128 -2.3413 -2.4228  0.17
H -1.0189 -1.1238 -3.5467  0.21
H -2.2251 -2.0923 -2.6774  0.20

(2)
5 unconnected molecules or ions with the total composition C32H37BF3INO4 at a distorted geometry. Source: OMol25; level of theory: wB97M-V/def2-TZVPD.

Kohn-Sham gap   0.2443 Ha
Multiplicity   1
HOMO level   -4.5 eV
Charge   -1
LUMO   2.16 eV

Each line ends with the Mulliken charge.
Cartesian coordinates (Å):
C -1.9054 0.3437 -1.5656  -0.58
C -0.8801 -0.9376 -1.6177  -0.12
O 0.2749 -0.7787 -0.7608  -0.52
B -0.0353 -0.8932 0.6390  0.14
O -1.3351 -1.4140 0.9973  -0.43
C 1.0783 -0.3684 1.7509  1.44
C 2.4029 -1.2182 1.4778  -0.94
C 2.7838 -2.3083 2.5874  -0.31
C 3.4156 -1.7260 3.9336  -0.96
I 4.3649 -3.5860 1.6896  -0.10
N 1.1549 1.0989 1.5090  -0.33
C 2.2962 1.7776 2.0686  0.63
F 1.8874 3.1291 2.3620  -0.29
F 3.3457 1.9308 1.0799  -0.33
F 2.8276 1.2668 3.2549  -0.17
C 0.3701 -0.5948 3.1729  -0.17
O -0.0425 -1.7062 3.6422  -0.72
O 0.1125 0.5399 3.9548  -0.70
H -2.1717 0.6019 -2.6604  0.23
H -1.3490 1.2018 -1.0516  0.09
H -2.8471 0.0030 -1.0227  0.22
H -1.4227 -1.9411 -1.5122  0.18
H -0.4750 -0.9307 -2.7026  0.23
H -1.3161 -2.3834 1.1338  0.28
H 3.3589 -0.6009 1.2877  0.35
H 2.2602 -1.8158 0.4952  0.20
H 1.9116 -3.0224 2.7694  0.49
H 2.7059 -1.0329 4.5109  0.25
H 4.3644 -1.1370 3.6508  0.30
H 3.7362 -2.5970 4.6065  0.36
H 1.0577 1.3096 0.5073  0.29
C 5.0167 -4.0544 -1.6368  0.80
C 4.1396 -4.7982 -2.4201  -0.55
C 4.4530 -5.0739 -3.7478  -0.31
C 5.6495 -4.6135 -4.2900  -0.40
C 6.5286 -3.8728 -3.5058  -0.29
C 6.2106 -3.5894 -2.1808  -0.50
H 4.7691 -3.8361 -0.5986  -0.58
H 3.2098 -5.1629 -1.9953  0.38
H 3.7655 -5.6483 -4.3600  0.36
H 5.8963 -4.8324 -5.3237  0.34
H 7.4623 -3.5151 -3.9283  0.35
H 6.8936 -3.0072 -1.5712  0.38
C -3.4923 3.7100 -0.9482  -0.33
C -4.6528 3.6954 -0.1812  -0.48
C -5.8943 3.8363 -0.7937  -0.34
C -5.9756 3.9823 -2.1755  -0.36
C -4.8150 3.9931 -2.9430  -0.43
C -3.5730 3.8613 -2.3293  -0.35
H -2.5245 3.6034 -0.4700  0.45
H -4.5896 3.5747 0.8952  0.39
H -6.7987 3.8315 -0.1946  0.36
H -6.9439 4.0873 -2.6538  0.35
H -4.8785 4.1053 -4.0207  0.35
H -2.6680 3.8752 -2.9272  0.39
C 0.9087 6.1197 5.3988  -0.41
C -0.1107 6.4141 6.2994  -0.39
C -0.9872 5.4141 6.7102  -0.32
C -0.8381 4.1163 6.2275  -0.56
C 0.1834 3.8204 5.3299  -0.24
C 1.0543 4.8233 4.9122  -0.39
H 1.5900 6.9004 5.0757  0.34
H -0.2228 7.4244 6.6809  0.34
H -1.7862 5.6453 7.4074  0.34
H -1.5182 3.3356 6.5513  0.41
H 0.3006 2.8067 4.9543  0.50
H 1.8464 4.5937 4.2088  0.38
C -3.7246 -3.8478 -3.5130  -0.36
C -3.9447 -2.4772 -3.6057  -0.39
C -3.5112 -1.7764 -4.7273  -0.30
C -2.8658 -2.4481 -5.7611  -0.43
C -2.6489 -3.8196 -5.6701  -0.35
C -3.0742 -4.5190 -4.5446  -0.40
H -4.0596 -4.3934 -2.6372  0.38
H -4.4536 -1.9544 -2.8025  0.38
H -3.6769 -0.7065 -4.7966  0.40
H -2.5319 -1.9024 -6.6374  0.36
H -2.1470 -4.3439 -6.4769  0.36
H -2.9000 -5.5872 -4.4715  0.36